(1)
Molecular formula: C5H13N
Method: DFT, wB97M-V/def2-TZVPD

- SMILES = CC[C@@H](C)NC
- M (g/mol) = 87.17
- gap between HOMO and LUMO (eV) = 9.81
- E (eV) = -6885.6578

Geometry as ORCA input:
```
! RIJCOSX wB97M-V def2-TZVPD def2/J DEFGRID3
* xyz 0 1
C 1.22043 -1.72034 -1.00469
C 0.55439 -1.04950 0.19809
C -0.31088 0.16983 -0.14782
C -1.61136 -0.22770 -0.77840
N -0.53978 0.95495 1.07195
C 0.39653 2.04485 1.26511
H 0.56211 -2.49438 -1.41014
H 2.13276 -2.22324 -0.69446
H 1.47607 -0.94416 -1.72873
H -0.06825 -1.73429 0.79730
H 1.24913 -0.73935 0.97260
H 0.31644 0.77946 -0.80688
H -2.22105 -0.77351 -0.05583
H -2.21622 0.61018 -1.11649
H -1.49015 -0.88080 -1.64096
H -1.48904 1.29886 1.10826
H 0.26857 2.88440 0.56590
H 1.41342 1.67384 1.09831
H 0.35688 2.37090 2.30686
*
```

(2)
Molecular formula: C3H4ClNO2
Method: DFT, wB97M-V/def2-TZVPD

- SMILES = C/C(=N/Cl)OC=O
- M (g/mol) = 121.52
- gap between HOMO and LUMO (eV) = 10.77
- E (eV) = -21281.3840

Geometry as ORCA input:
```
! RIJCOSX wB97M-V def2-TZVPD def2/J DEFGRID3
* xyz 0 1
C 1.16086 -0.62405 0.16361
C -0.32788 -0.74594 0.06231
N -0.94171 -1.85217 0.00669
Cl -2.64388 -1.71721 -0.21818
O -1.04859 0.41891 0.08595
C -0.44850 1.65461 -0.14532
O -0.83942 2.57855 0.41221
H 1.65190 -1.48728 0.56642
H 1.76026 -0.30519 -0.84978
H 1.37996 0.25022 0.85827
H 0.29701 1.82954 -0.94217
*
```

(3)
Molecular formula: C37H46BrIrN3O2PS
Method: DFT, wB97M-V/def2-TZVPD

- M (g/mol) = 899.96
- gap between HOMO and LUMO (eV) = 6.23
- E (eV) = -140675.3231

Geometry as ORCA input:
```
! RIJCOSX wB97M-V def2-TZVPD def2/J DEFGRID3
* xyz 2 1
Ir -0.06381 -0.08072 0.28109
N 2.11749 3.51290 -0.01512
C 1.41704 4.71151 0.29148
C 2.02073 5.93045 0.04247
C 1.32675 7.10207 0.30963
C 0.03558 7.04151 0.80700
C -0.56851 5.81352 1.04139
C 0.13021 4.64314 0.79208
S -0.64516 3.10809 1.17908
N 0.42638 1.95620 0.46058
C 1.59967 2.28657 0.00146
C 2.38910 1.20424 -0.60207
C 3.74347 1.26998 -0.87365
C 4.35145 0.19570 -1.50473
C 3.59000 -0.90519 -1.84412
C 2.24802 -0.91949 -1.50651
N 1.66394 0.11041 -0.88651
H 3.02245 3.63340 -0.44058
H 3.02793 5.96977 -0.35490
H 1.79755 8.05690 0.12485
H -0.51061 7.95066 1.01500
H -1.57768 5.77046 1.43139
H 4.33255 2.13199 -0.59397
H 5.40964 0.22515 -1.72560
H 4.02548 -1.75987 -2.34111
H 1.61644 -1.77197 -1.70030
C -1.64364 1.62436 -4.92985
C -0.59854 0.50393 -4.83278
C -0.37705 0.06046 -3.37840
C -1.70033 0.15248 -2.61771
C -2.06811 1.63968 -2.43966
C -1.64272 2.47222 -3.66378
P -1.78955 -0.75918 -1.01312
C -3.35069 -0.34887 -0.12843
C -4.61804 -0.53962 -0.99822
C -5.82425 0.19205 -0.38808
C -5.74259 0.16926 1.13149
C -4.55551 1.02485 1.59289
C -3.40218 1.01294 0.57498
C -1.90106 -2.56603 -1.35631
C -2.93562 -2.86571 -2.48466
C -2.25281 -3.25380 -3.79237
C -1.46330 -4.55857 -3.63563
C -0.86925 -4.67380 -2.22449
C -0.57600 -3.29083 -1.64830
H -2.64107 1.20080 -5.07638
H -1.45024 2.24190 -5.80618
H 0.35372 0.83824 -5.24903
H -0.91446 -0.35255 -5.43209
H 0.33785 0.72489 -2.89474
H 0.04984 -0.94235 -3.35654
H -2.46099 -0.33333 -3.23941
H -1.58238 2.03397 -1.54016
H -3.14312 1.73375 -2.27927
H -0.64362 2.88964 -3.50429
H -2.31296 3.32499 -3.76976
H -3.35606 -1.10985 0.66235
H -4.84805 -1.60365 -1.06856
H -4.45264 -0.17887 -2.01672
H -6.73890 -0.27902 -0.74718
H -5.85425 1.22803 -0.73605
H -5.62895 -0.86520 1.47055
H -6.66603 0.53307 1.58002
H -4.19209 0.68324 2.56400
H -4.88281 2.05746 1.72788
H -2.47306 1.22217 1.09548
H -3.53416 1.80458 -0.16190
H -2.29344 -2.96762 -0.41445
H -3.61313 -2.03211 -2.65596
H -3.56853 -3.69042 -2.14974
H -1.59216 -2.44283 -4.11561
H -3.00514 -3.35375 -4.57517
H -0.66699 -4.59760 -4.38094
H -2.11180 -5.41179 -3.83639
H 0.04140 -5.27264 -2.24019
H -1.56153 -5.19203 -1.55514
H 0.01320 -2.73397 -2.38191
H 0.01994 -3.36463 -0.74100
Br -1.68789 -5.60029 6.59021
C -1.34190 -4.38506 5.20204
C -1.85759 -3.09464 5.28149
C -1.60920 -2.20286 4.25871
C -0.84101 -2.60358 3.16269
C -0.32192 -3.89911 3.09423
C -0.57533 -4.79274 4.11381
C -0.60421 -1.67542 2.07967
O -1.18618 -0.53263 1.98208
O 0.18258 -1.93973 1.08822
H -2.44477 -2.80093 6.13968
H -2.00148 -1.19611 4.30450
H 0.27416 -4.19964 2.24331
H -0.18584 -5.79990 4.07652
*
```

(4)
Molecular formula: C30H46AsIN4O5Si3Y
Method: DFT, wB97M-V/def2-TZVPD

- M (g/mol) = 917.71
- gap between HOMO and LUMO (eV) = 7.48
- E (eV) = -141671.0711

Geometry as ORCA input:
```
! RIJCOSX wB97M-V def2-TZVPD def2/J DEFGRID3
* xyz 1 1
Y -0.77316 0.18441 0.47875
C -1.83067 3.19138 2.00003
N -2.17110 1.94924 1.30419
C -3.42220 1.67816 1.09623
C -3.84464 0.50438 0.42520
C -5.14050 0.02859 0.24157
C -5.02249 -1.18578 -0.43954
C -3.66091 -1.38516 -0.64863
N -2.92727 -0.37920 -0.13022
C -1.18048 4.21168 1.09628
C -1.94976 4.91267 0.17127
C -1.36309 5.85861 -0.65342
C 0.00132 6.11028 -0.56296
C 0.77375 5.41163 0.35098
C 0.18224 4.46470 1.17791
H -1.13476 2.95100 2.81043
H -2.73390 3.61788 2.45185
H -4.19834 2.35324 1.46459
H -6.04704 0.51558 0.56294
H -5.81885 -1.83352 -0.76374
H -3.18461 -2.20747 -1.16181
H -3.01437 4.72181 0.09664
H -1.97098 6.40553 -1.36294
H 0.45831 6.85156 -1.20488
H 1.83772 5.59450 0.42110
H 0.79071 3.92289 1.89358
N 0.42351 0.14899 4.82799
C -0.47865 0.12750 3.85539
O -0.12665 0.20546 2.66779
C -1.92428 0.02644 4.23804
I -2.77912 -1.68697 3.31485
H 1.40064 0.22901 4.58757
H 0.16382 0.08580 5.79731
H -2.45344 0.89051 3.84139
H -2.07632 -0.05057 5.30990
C -1.36333 -4.48629 -1.13341
Si 0.04515 -4.47892 0.10896
C -0.61295 -4.98949 1.77978
C 1.44369 -5.62462 -0.38816
As 0.81580 -2.24145 0.25515
Si 2.78192 -2.25032 1.58123
C 3.25637 -0.49405 1.98221
C 4.16876 -3.14917 0.71327
C 2.29624 -3.15038 3.15062
Si 1.45668 -1.74901 -1.98375
C 2.97955 -0.67318 -2.02546
C 1.76831 -3.29288 -2.98875
C -0.03615 -0.88211 -2.73846
H -1.38541 -5.43236 -1.67754
H -1.29463 -3.68516 -1.86956
H -2.31792 -4.38169 -0.61464
H -1.06949 -5.97838 1.69080
H -1.37475 -4.30129 2.14381
H 0.17541 -5.05394 2.52966
H 1.06281 -6.42604 -1.02359
H 1.88372 -6.08810 0.49630
H 2.23806 -5.12162 -0.93418
H 3.64082 0.05552 1.12484
H 4.03976 -0.50955 2.74444
H 2.40702 0.07884 2.35822
H 4.29814 -2.80850 -0.31475
H 4.00181 -4.22582 0.69907
H 5.10659 -2.96283 1.24120
H 1.36289 -2.76694 3.56813
H 3.08106 -3.03547 3.90196
H 2.16784 -4.21864 2.97301
H 3.87988 -1.28943 -2.00987
H 3.03541 0.03555 -1.20332
H 2.99381 -0.10015 -2.95586
H 2.67160 -3.80697 -2.66060
H 1.91947 -3.00227 -4.03146
H 0.94148 -4.00118 -2.95983
H -0.45970 -0.03461 -2.18741
H -0.84994 -1.58727 -2.92175
H 0.25343 -0.46448 -3.70690
O 2.89230 2.37938 -0.37877
C 1.75927 2.09309 -0.69148
O 1.01316 1.22855 -0.04298
C 1.10010 2.72573 -1.88921
C 1.87091 3.31286 -2.88688
C 1.26277 3.89162 -3.99292
C -0.12090 3.91194 -4.10661
C -0.86575 3.33186 -3.09632
C -0.27687 2.74225 -1.99955
N -2.33653 3.37052 -3.14980
O -2.85132 4.05199 -4.00833
O -2.94287 2.70873 -2.32596
H 2.94719 3.31136 -2.77729
H 1.86742 4.33828 -4.76977
H -0.61934 4.37098 -4.94753
H -0.91312 2.38078 -1.20564
*
```

(5)
Molecular formula: C34H31N7O5S4Sn
Method: DFT, wB97M-V/def2-TZVPD

- M (g/mol) = 864.64
- gap between HOMO and LUMO (eV) = 6.46
- E (eV) = -105599.8878

Geometry as ORCA input:
```
! RIJCOSX wB97M-V def2-TZVPD def2/J DEFGRID3
* xyz -2 1
Sn 11.08152 14.22362 11.89093
S 12.84141 13.58423 9.12604
C 13.89465 14.95735 9.22448
N 13.84554 16.04082 10.01392
C 14.87126 16.88036 9.79692
C 15.08758 18.13899 10.41854
C 16.15120 18.92357 10.10118
C 17.13049 18.43217 9.18697
C 16.87216 17.27302 8.51111
C 15.69274 16.54505 8.70660
S 15.25771 14.99210 8.11325
H 14.41086 18.32261 11.21774
H 16.21575 19.85235 10.56000
H 18.06769 18.96736 9.07858
H 17.56375 16.83001 7.86674
S 7.69492 14.24472 8.73393
C 8.05159 12.61208 9.00179
C 9.11294 12.46681 9.91666
C 9.54810 13.70265 10.42722
C 8.87189 14.73131 9.82945
C 9.13193 16.13155 10.24063
C 8.15249 17.12206 10.40284
C 8.50288 18.39107 10.94719
C 9.87799 18.69746 11.20108
C 10.70767 17.61974 11.17667
N 10.41583 16.44252 10.63840
H 7.67368 11.79808 8.33622
H 9.51842 11.45685 10.02362
H 7.10664 16.80956 10.38640
H 7.76494 19.16075 11.23483
H 10.04313 19.64291 11.52582
H 11.77149 17.74140 11.43595
N 10.90454 14.87144 15.97345
C 9.53558 14.55742 16.38506
C 9.00083 15.14917 17.65977
C 8.27273 16.47867 17.40584
N 9.00701 17.25353 16.42073
H 11.05171 15.75847 15.52824
H 11.23901 14.18625 15.31553
H 9.69109 13.44148 16.53552
H 8.79321 14.66746 15.56036
H 9.91414 15.51259 18.27620
H 8.40963 14.43154 18.19989
H 8.17871 16.99739 18.35024
H 7.28351 16.20386 17.00326
H 9.68178 17.84144 16.90085
H 8.39284 17.98751 16.03656
O 12.49221 11.31541 13.20855
S 11.12042 10.87508 13.47701
O 10.67307 10.28055 14.71267
N 10.24773 12.10307 12.99670
C 8.85876 12.13727 13.25033
C 8.01050 11.05181 13.15671
C 6.59489 11.17645 13.50230
C 6.11218 12.38552 13.89698
C 6.88142 13.54988 13.77424
C 6.44264 14.83759 14.19013
C 7.18831 15.93349 13.97432
C 8.47866 15.75075 13.45443
N 8.96760 14.54756 13.14452
C 8.27051 13.42193 13.44326
C 10.75280 9.46345 12.29940
C 10.20302 8.26366 12.70146
C 9.79432 7.34125 11.73244
C 9.93456 7.60728 10.40810
C 10.55372 8.76110 10.02528
C 10.99708 9.72569 10.93917
H 8.31686 10.04459 12.97778
H 6.04465 10.25629 13.66087
H 5.09497 12.47197 14.26811
H 5.43152 15.01910 14.67570
H 6.88161 16.89728 14.22629
H 9.18385 16.55932 13.19858
H 9.95367 8.12385 13.84015
H 9.38079 6.41001 12.01108
H 9.55042 6.87634 9.72072
H 10.73109 9.03482 8.97021
H 11.49810 10.63864 10.62809
O 6.86800 18.86104 14.31780
N 7.18333 20.04755 14.65043
O 6.37208 21.01327 14.36906
O 8.22142 20.24562 15.26192
*
```

In eV, the LUMO level values for the records above are, in order, 1.2; 0.6; -6.9; -3.0; 3.9.
In Ha, the highest occupied orbital energy values for the records above are, in order, -0.3169; -0.3745; -0.4844; -0.3844; -0.0945.